[1]
{
  "formula": "C22H24F3HfNO3P2",
  "method": "ωB97M-V/def2-TZVPD",
  "homo_lumo_gap_ev": [3.32, 3.29],
  "charge": 2,
  "multiplicity": 1,
  "max_force_ev_per_a": 10.6,
  "mol_weight_g_mol": 647.87,
  "symbols": ["C", "C", "C", "C", "C", "C", "C", "C", "C", "C", "C", "C", "C", "H", "H", "H", "H", "H", "H", "H", "N", "Hf", "C", "H", "H", "C", "H", "H", "P", "P", "C", "H", "H", "H", "C", "H", "H", "H", "C", "H", "H", "H", "C", "H", "H", "H", "C", "O", "H", "F", "C", "F", "F", "C", "O", "O"],
  "positions_angstrom": [[-2.220923, 2.622239, -2.605125], [-1.777753, 1.362357, -2.196448], [-0.458311, 0.970472, -2.586020], [0.532429, 2.010413, -2.745379], [0.074928, 3.335301, -2.958692], [-1.287587, 3.621056, -2.979095], [1.870957, 1.629420, -2.614982], [2.203693, 0.305353, -2.309889], [1.108282, -0.651222, -2.227844], [1.351536, -1.891851, -1.550239], [2.663483, -2.367249, -1.513137], [3.753503, -1.489770, -1.738846], [3.515525, -0.155136, -2.032998], [-3.284452, 2.849152, -2.592611], [0.816211, 4.120492, -3.133636], [-1.658832, 4.603780, -3.277461], [2.661912, 2.372216, -2.721626], [2.847543, -3.412489, -1.273686], [4.774075, -1.884827, -1.679082], [4.341028, 0.560386, -2.111124], [-0.110240, -0.331364, -2.707948], [-0.252631, 0.164721, 2.266342], [-2.581413, 0.424219, -1.324234], [-2.315794, -0.624095, -1.537016], [-3.658634, 0.586288, -1.490220], [0.199951, -2.595784, -0.847900], [-0.741239, -2.399222, -1.388697], [0.384781, -3.686286, -0.833860], [-2.292837, 0.614808, 0.535330], [-0.076387, -2.029942, 0.919805], [1.326685, -2.831447, 1.760449], [1.279737, -2.675432, 2.845804], [1.289583, -3.908620, 1.556442], [2.268417, -2.417799, 1.385890], [-1.430090, -3.176208, 1.363494], [-0.984314, -4.163620, 1.532551], [-1.939522, -2.851056, 2.278952], [-2.155191, -3.235320, 0.542174], [-3.041425, 2.261931, 0.765342], [-4.073733, 2.234849, 0.404776], [-3.016978, 2.526898, 1.827882], [-2.448891, 2.993305, 0.208803], [-3.691403, -0.438650, 1.037341], [-3.657005, -0.704831, 2.100448], [-4.593799, 0.150327, 0.825866], [-3.708435, -1.350224, 0.425518], [-1.585730, -0.605478, 3.735249], [-2.351730, -1.052930, 4.507340], [-0.941881, 1.510226, 1.528781], [4.380221, 0.247798, 2.585249], [3.800231, 1.077008, 3.511898], [3.517393, 0.332704, 4.610055], [4.723514, 1.994678, 3.861266], [2.538510, 1.710647, 2.857637], [2.597709, 2.847434, 2.453716], [1.515331, 0.890397, 2.743399]],
  "atomic_forces_ev_per_a": [[0.519, -0.611, 0.751], [-0.606, 0.055, -0.835], [1.181, 0.024, -0.429], [-0.503, -0.511, 0.309], [-0.738, 0.773, -0.094], [0.815, -0.210, -0.507], [0.230, 0.051, -0.370], [-0.755, -0.590, 0.367], [0.565, 1.052, -0.546], [0.436, -0.605, -0.531], [-0.871, 0.616, 0.350], [0.140, 0.582, -0.576], [0.740, -0.562, 0.018], [0.137, 0.139, 0.346], [-0.321, -0.204, 0.049], [0.254, -0.300, 0.180], [-0.135, -0.120, -0.055], [0.044, 0.205, 0.352], [-0.454, 0.301, 0.056], [-0.236, -0.347, 0.041], [-0.817, 0.144, 3.508], [3.190, 1.586, -2.594], [0.803, -0.221, -1.183], [-0.197, 0.347, -0.088], [0.224, -0.088, 0.465], [0.126, 0.498, -1.171], [0.308, -0.130, 0.168], [-0.223, 0.409, 0.412], [-2.024, -0.175, -0.994], [0.897, -2.211, -1.063], [0.242, 0.084, 0.163], [0.083, -0.085, -0.126], [0.099, 0.221, 0.049], [-0.057, -0.065, 0.093], [-0.426, 0.306, 0.283], [-0.155, 0.217, -0.036], [-0.075, -0.337, -0.188], [0.123, 0.046, 0.269], [0.455, 0.005, 0.374], [0.212, 0.104, 0.020], [-0.154, 0.136, -0.172], [-0.116, 0.033, 0.071], [-0.324, -0.301, 0.136], [-0.297, 0.014, -0.302], [0.062, -0.401, 0.192], [-0.020, 0.154, 0.254], [-6.771, -3.969, 7.179], [4.400, 2.531, -4.391], [0.703, 1.907, -0.056], [-0.709, 0.562, 0.673], [1.621, -0.440, 0.445], [-0.146, 0.512, -0.889], [-1.354, -0.834, -0.487], [1.999, 2.667, -0.264], [-0.628, -1.838, 0.505], [-1.495, -1.127, -0.131]]
}

---

[2]
{
  "formula": "C27H27N2O2P2Re",
  "method": "ωB97M-V/def2-TZVPD",
  "s2": 3.7868,
  "homo_lumo_gap_ev": [7.49, 6.00],
  "charge": 3,
  "multiplicity": 4,
  "max_force_ev_per_a": 0.2,
  "mol_weight_g_mol": 659.68,
  "e_above_lowest_kcal_mol": 0.0,
  "symbols": ["Re", "C", "N", "P", "C", "C", "C", "C", "C", "C", "C", "C", "C", "C", "C", "C", "P", "C", "C", "C", "C", "C", "C", "C", "C", "C", "C", "C", "C", "H", "H", "H", "H", "H", "H", "H", "H", "H", "H", "H", "H", "H", "H", "H", "H", "H", "H", "H", "H", "H", "H", "H", "N", "C", "C", "O", "O", "H", "H", "H", "H"],
  "positions_angstrom": [[-0.172712, -0.281723, -1.057290], [-4.615415, -0.734315, -1.750509], [-3.197041, -0.628629, -1.348564], [-2.384912, 0.720276, -0.676840], [-2.825557, 2.237545, -1.470241], [-1.965121, 2.900241, -2.352438], [-2.383665, 4.073778, -2.955279], [-3.650846, 4.579867, -2.689228], [-4.504432, 3.927661, -1.805214], [-4.094213, 2.762643, -1.183229], [-2.739608, 0.826047, 1.065119], [-3.275436, -0.253505, 1.771538], [-3.476853, -0.138880, 3.138684], [-3.125896, 1.032882, 3.799210], [-2.583926, 2.105501, 3.097161], [-2.392748, 2.011739, 1.727496], [-1.981312, -1.741041, -1.504715], [-2.355677, -3.423159, -1.197918], [-2.614329, -4.272351, -2.284959], [-2.967808, -5.586206, -2.037461], [-3.054383, -6.047562, -0.727795], [-2.792348, -5.203924, 0.349215], [-2.443927, -3.887105, 0.123039], [-0.911505, -1.476877, -2.935746], [-0.939504, -0.227821, -3.608656], [0.063106, 0.081713, -4.527212], [1.073601, -0.832904, -4.786545], [1.121455, -2.060329, -4.118907], [0.159231, -2.382114, -3.184223], [-4.799769, -0.158817, -2.655924], [-5.252002, -0.369789, -0.946505], [-4.851181, -1.782336, -1.929971], [-0.966099, 2.527991, -2.541976], [-1.719616, 4.603103, -3.624965], [-3.972236, 5.497474, -3.163845], [-5.483079, 4.335837, -1.592898], [-4.749506, 2.275182, -0.470095], [-3.571142, -1.161142, 1.258254], [-3.920686, -0.957142, 3.689633], [-3.290740, 1.117855, 4.865136], [-2.335650, 3.023108, 3.613572], [-2.017464, 2.866253, 1.173815], [-2.549713, -3.912053, -3.304879], [-3.177655, -6.252047, -2.863326], [-3.327082, -7.078288, -0.542870], [-2.856595, -5.581053, 1.360561], [-2.231955, -3.230107, 0.958728], [-1.787274, 0.437692, -3.490449], [0.029372, 1.021504, -5.062324], [1.835167, -0.594585, -5.518186], [1.918655, -2.760491, -4.331095], [0.206136, -3.323029, -2.648612], [0.646264, 0.231468, 0.974599], [1.974265, 0.922114, 0.678886], [1.804487, 0.810844, -0.820983], [1.926910, -0.375101, -1.307015], [0.948548, 1.580837, -1.354528], [0.015153, 0.844864, 1.493818], [0.805139, -0.593407, 1.552170], [2.806325, 0.346362, 1.069312], [1.969704, 1.943957, 1.042259]],
  "atomic_forces_ev_per_a": [[0.063, 0.212, -0.092], [-0.022, 0.005, -0.007], [0.016, 0.035, 0.059], [-0.075, -0.067, -0.112], [0.000, 0.013, -0.009], [0.007, -0.017, 0.009], [0.005, 0.023, -0.017], [-0.001, -0.020, 0.011], [0.008, 0.011, -0.009], [-0.009, -0.018, 0.015], [0.002, -0.047, -0.006], [0.017, 0.011, 0.016], [-0.007, -0.015, 0.007], [0.004, 0.006, -0.015], [0.000, 0.003, 0.004], [-0.003, 0.015, 0.004], [0.035, -0.028, -0.057], [-0.028, -0.025, -0.025], [0.005, 0.017, -0.010], [-0.002, -0.013, 0.009], [0.004, 0.018, 0.002], [-0.005, -0.024, -0.004], [0.006, 0.040, 0.009], [-0.046, -0.139, 0.106], [-0.014, 0.034, 0.106], [0.031, 0.008, -0.041], [0.010, -0.005, -0.007], [0.025, 0.008, -0.021], [-0.051, 0.026, 0.036], [0.005, -0.003, -0.004], [0.012, -0.009, 0.014], [-0.001, 0.001, -0.006], [-0.003, 0.000, 0.000], [-0.001, 0.001, 0.001], [0.002, 0.001, -0.002], [-0.001, -0.001, 0.000], [-0.005, 0.005, -0.006], [-0.003, 0.003, -0.005], [0.000, 0.000, -0.001], [0.001, 0.000, 0.001], [-0.001, -0.002, 0.004], [0.003, -0.008, 0.003], [-0.001, 0.001, 0.002], [0.000, 0.002, -0.001], [-0.001, -0.001, 0.000], [0.000, 0.000, 0.000], [-0.001, -0.005, 0.000], [-0.012, -0.012, -0.019], [-0.010, 0.005, 0.008], [0.000, -0.001, 0.001], [0.000, 0.000, 0.002], [-0.011, -0.006, -0.005], [-0.007, -0.068, -0.034], [0.041, 0.034, 0.012], [-0.094, -0.008, -0.006], [-0.022, 0.000, -0.002], [0.115, -0.011, 0.067], [0.006, 0.003, 0.004], [-0.012, 0.002, 0.010], [0.008, 0.009, 0.003], [0.017, 0.001, -0.002]]
}

---

[3]
{
  "formula": "C2HF4IO",
  "method": "ωB97M-V/def2-TZVPD",
  "homo_lumo_gap_ev": 8.78,
  "charge": 0,
  "multiplicity": 1,
  "max_force_ev_per_a": 3.3,
  "mol_weight_g_mol": 243.93,
  "e_above_lowest_kcal_mol": 65.2,
  "symbols": ["C", "C", "O", "F", "F", "F", "F", "I", "H"],
  "positions_angstrom": [[-0.050193, 0.311387, -0.441387], [-0.306443, -0.884484, 0.414869], [-0.385897, 1.416581, 0.046119], [2.200503, 0.656873, -0.279839], [-0.021502, 0.107220, -1.718768], [-1.652839, -1.030899, 0.503322], [0.109193, -2.020904, -0.166762], [0.517857, -0.584266, 2.336292], [-0.410680, 2.028492, -0.693846]],
  "atomic_forces_ev_per_a": [[3.087, -0.910, -0.593], [0.147, -1.628, 0.788], [-0.652, 0.651, -0.334], [-2.844, -0.632, -0.141], [-0.211, 0.448, 0.376], [-0.203, 0.529, -0.039], [0.440, 0.605, 0.011], [0.112, -0.191, 0.144], [0.124, 1.128, -0.211]]
}